Entry 1:
# C31H27N5O3S4W

A molecular structure, C31H27N5O3S4W (wB97M-V/def2-TZVPD, the OMol25 dataset).

Each line ends with the Mulliken charge.
Geometry (Å):
1 W 0.817 0.657 -0.419  1.714
2 C -0.399 -6.714 6.485  -0.832
3 O -0.032 -5.741 7.471  -0.395
4 C 0.714 -4.701 7.115  0.875
5 C 1.183 -4.482 5.804  -0.655
6 C 1.959 -3.377 5.539  -0.406
7 C 2.269 -2.489 6.571  0.115
8 C 1.825 -2.726 7.880  -0.089
9 C 1.038 -3.813 8.151  -0.738
10 N 3.081 -1.355 6.436  -0.471
11 N 3.489 -0.913 5.393  -0.021
12 C 3.212 -0.859 4.066  0.339
13 C 4.259 -1.082 3.151  -0.788
14 C 4.081 -0.916 1.796  -0.957
15 C 2.847 -0.468 1.312  0.652
16 O 2.585 -0.249 0.063  -0.732
17 C 1.816 -0.134 2.248  0.606
18 N 0.702 0.408 1.683  -0.564
19 C -0.306 0.764 2.472  -0.211
20 C -0.244 0.598 3.860  -1.040
21 C 0.874 0.054 4.441  -0.580
22 C 1.943 -0.333 3.617  0.722
23 H -1.020 -7.432 7.007  0.245
24 H 0.487 -7.208 6.088  0.359
25 H -0.971 -6.247 5.683  0.345
26 H 0.962 -5.184 5.016  0.433
27 H 2.346 -3.228 4.538  0.458
28 H 2.117 -2.037 8.662  0.494
29 H 0.675 -4.021 9.147  0.464
30 H 5.218 -1.398 3.539  0.525
31 H 4.882 -1.128 1.100  0.538
32 H -1.167 1.204 1.987  0.596
33 H -1.084 0.913 4.462  0.444
34 H 0.934 -0.056 5.516  0.511
35 C -2.134 -3.769 -3.094  -1.035
36 N -1.528 -3.188 -1.901  -0.158
37 C -1.010 -1.973 -1.853  0.943
38 N -1.004 -1.222 -2.936  -0.100
39 S -0.362 -1.452 -0.310  -0.577
40 H -2.387 -4.802 -2.881  0.354
41 H -1.426 -3.761 -3.924  0.348
42 H -3.044 -3.235 -3.372  0.352
43 H -1.521 -3.718 -1.044  0.260
44 H -1.457 -1.507 -3.790  0.277
45 H -0.715 -0.256 -2.847  -0.393
46 O -0.327 2.214 -0.274  -0.582
47 C -0.100 2.922 -1.509  2.878
48 C 0.119 4.386 -1.230  -0.778
49 C -0.081 4.999 -0.033  -0.478
50 C 0.257 6.384 -0.063  -0.640
51 C 0.716 6.776 -1.279  -0.538
52 S 0.747 5.479 -2.396  -0.002
53 C 1.198 2.246 -1.977  -1.073
54 C 1.422 1.238 -2.897  0.321
55 C 2.817 0.868 -2.960  -1.040
56 C 3.578 1.543 -2.077  -0.543
57 S 2.659 2.654 -1.118  0.013
58 C -1.255 2.639 -2.444  -0.846
59 C -2.293 1.785 -2.214  -0.359
60 C -3.212 1.727 -3.303  -0.789
61 C -2.839 2.539 -4.330  -0.472
62 S -1.420 3.411 -3.966  -0.003
63 H -0.466 4.482 0.834  0.495
64 H 0.156 7.052 0.779  0.429
65 H 1.033 7.758 -1.591  0.502
66 H 0.700 0.961 -3.652  0.668
67 H 3.209 0.133 -3.647  0.500
68 H 4.640 1.450 -1.914  0.540
69 H -2.427 1.255 -1.280  0.608
70 H -4.116 1.136 -3.307  0.458
71 H -3.346 2.709 -5.267  0.506

Results
**Calculated total energy**: -91329.803 eV
**HOMO level (spin up / spin down)**: -12.50 / -12.37 eV
**Orbital gap (spin up / spin down)**: 6.3836 / 5.1306 eV
**<S²>**: 2.06
**Multiplicity**: 3
**Total charge**: +2

---

Entry 2:
# C31H28AuN2P

A molecular structure, C31H28AuN2P at a distorted geometry (wB97M-V/def2-TZVPD, the OMol25 dataset).

Each line ends with the Mulliken charge.
Geometry (Å):
1 Au 0.044 0.352 0.649  1.057
2 C -2.149 1.700 -2.986  -0.777
3 C -1.780 3.030 -3.060  -0.510
4 C -0.853 3.532 -2.160  -0.546
5 C -0.305 2.695 -1.203  0.613
6 N -0.671 1.402 -1.146  -0.372
7 C -1.567 0.916 -2.006  -0.174
8 C 0.707 3.144 -0.224  0.938
9 C 1.275 4.408 -0.231  -0.739
10 C 2.291 4.702 0.665  -0.617
11 C 2.731 3.723 1.541  -0.902
12 C 2.111 2.491 1.514  0.208
13 N 1.113 2.222 0.665  -0.072
14 H -2.865 1.267 -3.670  0.430
15 H -2.207 3.678 -3.814  0.466
16 H -0.566 4.572 -2.218  0.353
17 H -1.816 -0.132 -1.907  0.414
18 H 0.950 5.155 -0.940  0.386
19 H 2.744 5.684 0.662  0.469
20 H 3.536 3.908 2.238  0.498
21 H 2.398 1.701 2.193  0.208
22 C 2.572 -1.218 2.826  -1.474
23 C 2.228 -0.167 3.848  0.530
24 C 3.213 0.233 4.747  -0.573
25 C 2.952 1.147 5.758  -0.827
26 C 1.684 1.691 5.900  -0.858
27 C 0.689 1.328 5.010  -1.218
28 C 0.951 0.419 3.981  1.701
29 P -0.385 -0.101 2.897  0.435
30 C -1.837 0.943 3.128  1.035
31 C -1.584 2.317 2.958  -0.397
32 C -2.610 3.236 3.011  -0.976
33 C -3.907 2.787 3.228  -0.861
34 C -4.156 1.435 3.391  -0.894
35 C -3.145 0.476 3.344  0.226
36 C -3.510 -0.970 3.550  -1.172
37 C -0.599 -1.858 2.938  0.996
38 C -0.498 -2.628 4.097  -0.731
39 C -0.554 -4.003 3.988  -0.835
40 C -0.682 -4.583 2.727  -0.691
41 C -0.769 -3.803 1.586  -0.865
42 C -0.741 -2.415 1.679  0.379
43 C -0.875 -1.531 0.475  -1.718
44 H 3.651 -1.331 2.750  0.541
45 H 2.188 -0.990 1.829  0.185
46 H 2.155 -2.187 3.108  0.270
47 H 4.204 -0.195 4.659  0.480
48 H 3.742 1.424 6.445  0.462
49 H 1.466 2.384 6.700  0.497
50 H -0.303 1.743 5.123  0.550
51 H -0.566 2.657 2.796  0.564
52 H -2.403 4.291 2.896  0.500
53 H -4.726 3.493 3.278  0.439
54 H -5.172 1.103 3.569  0.435
55 H -4.580 -1.064 3.722  0.510
56 H -3.000 -1.393 4.415  0.294
57 H -3.260 -1.586 2.684  0.259
58 H -0.357 -2.154 5.063  0.580
59 H -0.474 -4.627 4.867  0.489
60 H -0.697 -5.661 2.640  0.443
61 H -0.854 -4.276 0.614  0.517
62 H -1.919 -1.334 0.215  0.590
63 H -0.391 -1.970 -0.401  0.855

Results
**Calculated total energy**: -48549.963 eV
**HOMO level**: -14.60 eV
**Relative energy (zero: lowest compared OMol25 entry of this formula, charge and spin)**: 0.4154 eV
**Orbital gap**: 7.7193 eV
**Multiplicity**: 1
**Total charge**: +2

---

Entry 3:
# C31H28BrCoN6O4

A molecular structure, C31H28BrCoN6O4 (wB97M-V/def2-TZVPD, the OMol25 dataset).

Each line ends with the Mulliken charge.
Geometry (Å):
1 Co 1.597 -0.077 -0.876  0.227
2 O 2.522 -6.069 2.392  -0.703
3 C 2.974 -4.997 2.830  0.464
4 O 3.561 -4.702 3.885  -0.701
5 C 2.720 -3.803 1.911  -0.511
6 C 2.866 -2.497 2.365  -0.635
7 C 2.589 -1.450 1.518  0.973
8 N 2.178 -1.644 0.253  0.289
9 C 2.101 -2.899 -0.217  1.181
10 C 2.346 -3.990 0.583  -0.793
11 C 1.687 -3.003 -1.634  0.146
12 C 1.842 -4.178 -2.355  -0.866
13 C 1.374 -4.234 -3.652  -0.453
14 C 0.751 -3.115 -4.187  -0.965
15 C 0.661 -1.978 -3.413  -0.151
16 N 1.136 -1.899 -2.162  0.177
17 C 2.870 -0.031 1.845  0.295
18 C 2.993 0.429 3.149  -0.724
19 C 3.362 1.745 3.356  -0.580
20 C 3.614 2.555 2.258  -0.735
21 C 3.432 2.026 0.996  -0.290
22 N 3.046 0.766 0.782  -0.040
23 H 3.239 -2.363 3.372  0.586
24 H 2.233 -5.012 0.248  0.590
25 H 2.324 -5.029 -1.898  0.398
26 H 1.487 -5.137 -4.237  0.457
27 H 0.344 -3.118 -5.187  0.442
28 H 0.188 -1.092 -3.808  0.385
29 H 2.804 -0.238 3.978  0.426
30 H 3.463 2.131 4.362  0.477
31 H 3.942 3.578 2.375  0.443
32 H 3.610 2.631 0.114  0.472
33 O -0.750 3.388 -5.742  -0.514
34 C -0.466 2.581 -4.716  0.781
35 C -1.427 2.026 -3.868  -0.635
36 C -1.008 1.209 -2.842  -0.956
37 N 0.281 0.916 -2.623  0.432
38 C 1.158 1.470 -3.439  0.196
39 Br 2.952 1.041 -2.994  -0.013
40 C 0.883 2.301 -4.497  -0.795
41 H -1.701 3.516 -5.842  0.314
42 H -2.481 2.226 -4.012  0.381
43 H -1.725 0.758 -2.166  0.691
44 H 1.650 2.720 -5.131  0.537
45 C -4.483 -0.734 3.514  -1.023
46 C -4.596 0.748 3.193  -0.629
47 N -3.682 1.191 2.129  0.196
48 C -4.143 1.204 0.744  -0.653
49 C -3.910 -0.099 -0.007  -0.749
50 C -2.413 1.473 2.487  -0.104
51 O -1.976 1.364 3.618  -0.633
52 C -1.462 1.968 1.422  -0.263
53 C -1.371 3.306 1.074  0.198
54 C -0.354 3.715 0.223  -1.253
55 C 0.534 2.773 -0.256  -0.351
56 N 0.447 1.479 0.068  0.711
57 C -0.528 1.093 0.893  -0.679
58 H -5.162 -0.989 4.328  0.385
59 H -3.470 -0.978 3.835  0.298
60 H -4.743 -1.358 2.659  0.247
61 H -4.362 1.335 4.079  0.382
62 H -5.605 1.009 2.874  0.369
63 H -3.661 2.030 0.220  0.375
64 H -5.208 1.439 0.766  0.371
65 H -2.846 -0.347 -0.042  0.014
66 H -4.282 -0.019 -1.031  0.355
67 H -4.425 -0.934 0.465  0.313
68 H -2.080 4.020 1.475  0.553
69 H -0.241 4.752 -0.060  0.518
70 H 1.346 3.055 -0.916  0.492
71 H -0.548 0.043 1.171  0.857

Results
**Calculated total energy**: -157397.523 eV
**HOMO level (spin up / spin down)**: -9.73 / -9.73 eV
**Orbital gap (spin up / spin down)**: 6.4918 / 6.0506 eV
**<S²>**: 3.76
**Multiplicity**: 4
**Total charge**: +1

---

Entry 4:
# C31H28ClNO2

2 unconnected molecules or ions with the total composition C31H28ClNO2 at a distorted geometry (wB97M-V/def2-TZVPD, the OMol25 dataset).

Each line ends with the Mulliken charge.
Geometry (Å):
1 C -5.188 -0.262 1.354  -1.239
2 C -3.985 0.626 1.557  -0.120
3 O -3.021 -0.150 2.278  -0.298
4 C -1.805 0.432 2.561  0.484
5 C -0.944 -0.656 2.967  -0.656
6 C 0.381 -0.833 2.548  1.042
7 C 1.350 0.219 2.425  -0.685
8 C 2.699 -0.092 2.294  0.649
9 Cl 3.887 1.164 2.249  -0.221
10 C 3.121 -1.420 2.111  -0.579
11 C 2.171 -2.450 2.082  -0.457
12 C 0.839 -2.163 2.305  -0.931
13 O -1.611 1.643 2.489  -0.690
14 H -6.036 0.342 1.027  0.389
15 H -4.986 -1.027 0.599  0.309
16 H -5.466 -0.767 2.284  0.304
17 H -3.565 0.935 0.593  0.295
18 H -4.266 1.511 2.149  0.218
19 H -1.481 -1.541 3.299  0.257
20 H 1.024 1.259 2.467  0.574
21 H 4.177 -1.628 1.948  0.406
22 H 2.479 -3.474 1.853  0.357
23 H 0.078 -2.945 2.274  0.364
24 C 4.217 5.729 4.172  -0.922
25 N 3.648 5.246 5.415  0.142
26 C 3.961 6.019 6.603  -1.043
27 C 2.534 4.420 5.384  0.039
28 C 2.640 3.137 4.797  -1.102
29 C 1.594 2.246 4.915  -0.430
30 C 0.336 2.664 5.405  -0.306
31 C -0.707 1.697 5.633  1.786
32 C -2.124 1.967 5.619  -0.453
33 C -2.786 0.923 6.347  0.270
34 C -4.087 1.097 6.799  -0.438
35 C -4.730 2.310 6.537  -0.631
36 C -4.112 3.305 5.761  -1.010
37 C -2.820 3.122 5.263  -0.068
38 C -1.771 -0.008 6.814  -0.057
39 C -0.490 0.474 6.372  0.849
40 C 0.680 -0.044 6.942  -0.580
41 C 0.577 -0.981 7.973  -0.893
42 C -0.683 -1.453 8.386  -0.575
43 C -1.865 -0.974 7.804  -0.628
44 C 0.191 4.003 5.842  -0.695
45 C 1.301 4.824 5.951  -0.700
46 H 4.028 5.002 3.375  0.301
47 H 3.784 6.699 3.870  0.272
48 H 5.295 5.871 4.289  0.297
49 H 3.779 5.401 7.494  0.321
50 H 5.024 6.286 6.563  0.337
51 H 3.356 6.939 6.676  0.334
52 H 3.588 2.825 4.351  0.527
53 H 1.703 1.212 4.588  0.899
54 H -4.572 0.292 7.345  0.409
55 H -5.727 2.490 6.943  0.397
56 H -4.633 4.241 5.571  0.422
57 H -2.356 3.864 4.616  0.654
58 H 1.655 0.303 6.607  0.449
59 H 1.478 -1.328 8.479  0.408
60 H -0.735 -2.194 9.183  0.395
61 H -2.846 -1.345 8.105  0.393
62 H -0.782 4.358 6.181  0.553
63 H 1.230 5.795 6.447  0.309

Results
**Calculated total energy**: -50705.850 eV
**HOMO level**: -5.84 eV
**Orbital gap**: 3.3937 eV
**Multiplicity**: 1

---

> Which of these has the lowest calculated total energy?

C31H28BrCoN6O4

---

> multiplicity of number 1 (C31H27N5O3S4W)?

3

---

> Which value of multiplicity does entry 1 give?

3